Model a:
Density functional theory data (ωB97M-V/def2-TZVPD) for 2 unconnected molecules or ions with the total composition CH7NO2.

Output
structure (SMILES): NCO.O
frontier orbital gap: 10.529 eV

Each line ends with the Mulliken charge.
Positions of all 11 atoms, in Å:
N: 1.059 1.674 -1.070  -0.625
C: -0.258 1.647 -0.633  -0.098
O: -0.433 2.402 0.602  -0.521
H: 1.446 2.400 -1.629  0.229
H: 1.017 1.069 -1.838  0.247
H: -0.663 0.783 -0.282  0.282
H: -0.984 2.128 -1.410  0.206
H: 0.382 2.824 0.716  0.282
O: -0.433 -4.991 0.997  -0.621
H: 0.373 -4.615 1.057  0.294
H: -0.498 -5.467 1.879  0.327



Model b:
Density functional theory data (ωB97M-V/def2-TZVPD) for 3 unconnected molecules or ions with the total composition CH7NO2.

Output
structure (SMILES): C=N.O.O
frontier orbital gap: 10.385 eV

Each line ends with the Mulliken charge.
Positions of all 11 atoms, in Å:
C: -0.846 -0.063 2.026  -0.238
N: 0.058 0.410 1.322  -0.486
H: -0.658 -1.050 2.526  0.216
H: -1.864 0.303 2.083  0.236
H: -0.265 1.101 0.557  0.289
O: -1.205 1.177 -1.542  -0.693
H: -0.919 0.216 -1.879  0.341
H: -0.433 1.792 -1.550  0.343
O: 2.115 -1.169 -1.546  -0.658
H: 2.672 -1.015 -0.727  0.334
H: 1.345 -1.702 -1.269  0.316



model b has the most favorable energy; the next structure is 0.0051 hartree above.



Model a:
Density functional theory data (ωB97M-V/def2-TZVPD) for 2 unconnected molecules or ions with the total composition C2HNO4.

Output
2S+1: 3
frontier orbital gap (spin up / spin down): 8.903 / 6.716 eV

Each line ends with the Mulliken charge.
Positions of all 8 atoms, in Å:
C: 1.790 -1.108 -0.077  0.614
C: 0.915 0.019 0.103  -0.080
N: 1.248 1.493 -0.114  0.753
O: 2.369 1.762 0.236  -0.389
O: 2.331 -1.797 -0.861  -0.469
O: 0.404 2.208 -0.591  -0.396
O: 1.647 -0.700 1.106  -0.299
H: -0.597 -0.135 0.214  0.266



Model b:
Density functional theory data (ωB97M-V/def2-TZVPD) for a molecular structure, C2HNO4.

Output
2S+1: 3
frontier orbital gap (spin up / spin down): 6.195 / 7.960 eV

Each line ends with the Mulliken charge.
Positions of all 8 atoms, in Å:
C: -0.005 -0.640 -1.301  0.128
C: -0.104 -0.634 0.234  0.375
N: 0.126 1.117 1.038  0.736
O: 0.983 -0.751 -1.936  -0.358
O: 0.203 2.146 0.418  -0.430
O: 0.164 0.922 2.219  -0.416
O: -0.226 -1.441 1.060  -0.300
H: -1.141 -0.718 -1.732  0.266



model b has the most favorable energy; the next structure is 0.0846 hartree above.



Model a:
Density functional theory data (ωB97M-V/def2-TZVPD) for 4 unconnected molecules or ions with the total composition C9H21Cl4O6P.

Output
structure (SMILES): COP(=O)(OC)OC.CCOC(C)=O.ClCCl.ClCCl
frontier orbital gap: 10.180 eV

Each line ends with the Mulliken charge.
Positions of all 41 atoms, in Å:
C: -26.103 26.133 -10.202  -0.862
O: -25.895 27.224 -11.109  -0.102
P: -27.198 28.175 -11.409  1.013
O: -26.958 29.383 -12.183  -0.682
O: -27.973 28.352 -9.991  -0.312
C: -27.554 29.429 -9.205  -0.891
O: -28.172 27.138 -12.146  -0.372
C: -29.442 27.657 -12.630  -0.566
H: -27.142 25.885 -9.982  0.367
H: -25.624 26.290 -9.236  0.275
H: -25.572 25.309 -10.678  0.301
H: -28.415 29.977 -8.822  0.325
H: -26.962 30.266 -9.574  0.343
H: -27.208 29.286 -8.181  0.352
H: -30.216 27.834 -11.883  0.381
H: -29.894 26.862 -13.222  0.277
H: -29.542 28.518 -13.291  0.174
C: -33.396 31.827 -17.731  -1.100
C: -32.172 31.041 -18.030  -0.181
O: -31.155 31.212 -16.982  -0.324
C: -31.147 30.362 -15.940  0.546
C: -29.985 30.617 -14.997  -0.742
O: -31.960 29.553 -15.628  -0.565
H: -33.746 31.731 -16.704  0.326
H: -34.258 31.444 -18.279  0.360
H: -33.411 32.840 -18.134  0.292
H: -32.432 29.991 -18.165  0.303
H: -31.828 31.430 -18.988  0.294
H: -30.443 30.854 -14.037  0.454
H: -29.385 31.517 -15.134  0.411
H: -29.340 29.739 -14.969  -0.186
Cl: -23.410 26.336 -13.314  -0.191
C: -23.693 27.910 -12.550  1.047
Cl: -22.230 28.896 -12.917  -0.193
H: -24.596 28.338 -12.986  -0.769
H: -23.874 27.741 -11.489  0.145
Cl: -25.300 29.170 -14.501  -0.232
C: -27.001 29.585 -14.430  0.499
Cl: -27.812 29.905 -16.027  -0.269
H: -27.521 28.793 -13.891  -0.326
H: -26.977 30.474 -13.800  0.382



Model b:
Density functional theory data (ωB97M-V/def2-TZVPD) for 4 unconnected molecules or ions with the total composition C9H21Cl4O6P.

Output
structure (SMILES): COP(=O)(OC)OC.CCOC(C)=O.ClCCl.ClCCl
frontier orbital gap: 10.853 eV

Each line ends with the Mulliken charge.
Positions of all 41 atoms, in Å:
C: -50.275 -18.310 21.802  -0.636
O: -49.738 -19.563 21.394  -0.311
P: -49.322 -19.810 19.862  1.059
O: -50.394 -20.281 18.998  -0.715
O: -48.045 -20.789 19.967  -0.349
C: -46.982 -20.357 20.821  -0.670
O: -48.702 -18.389 19.470  -0.286
C: -47.779 -18.242 18.412  -0.481
H: -50.477 -17.572 21.021  0.308
H: -49.520 -17.839 22.438  0.263
H: -51.224 -18.431 22.320  0.269
H: -46.052 -20.667 20.345  0.284
H: -47.056 -20.900 21.765  0.271
H: -46.906 -19.295 21.050  0.334
H: -47.047 -17.470 18.658  0.024
H: -48.202 -17.767 17.519  0.316
H: -47.328 -19.183 18.110  0.322
C: -34.308 -16.218 18.640  -1.108
C: -35.443 -15.770 17.730  -0.239
O: -36.535 -15.298 18.494  -0.272
C: -37.750 -15.208 17.932  0.652
C: -38.766 -14.674 18.911  -0.717
O: -38.007 -15.528 16.809  -0.565
H: -33.609 -16.840 18.076  0.360
H: -34.651 -16.829 19.475  0.316
H: -33.726 -15.358 18.966  0.292
H: -35.007 -14.964 17.132  0.240
H: -35.784 -16.554 17.053  0.337
H: -39.441 -15.468 19.217  0.127
H: -39.325 -13.912 18.361  0.264
H: -38.367 -14.135 19.766  0.318
Cl: -43.471 -11.369 17.187  -0.148
C: -43.302 -11.502 18.915  -0.310
Cl: -42.980 -13.133 19.464  -0.098
H: -42.479 -10.899 19.284  0.273
H: -44.236 -11.171 19.358  0.300
Cl: -44.332 -16.431 18.640  -0.110
C: -42.589 -16.405 18.329  -0.067
Cl: -41.854 -17.997 18.510  -0.169
H: -42.401 -16.025 17.330  0.336
H: -42.138 -15.691 19.009  -0.013



model b has the most favorable energy; the next structure is 0.1278 hartree above.